1.
DFT (ωB97M-V with the def2-TZVPD basis set) results for C20H61CrHg2O15S as an isolated structure at a distorted geometry.

Element x y z (Å)
Hg (-0.84, -0.03, 3.62)
Hg (2.73, -2.96, 0.89)
Cr (3.64, 0.23, 0.09)
S (0.36, -0.58, 0.54)
O (-0.53, -0.80, -0.55)
O (0.87, -1.89, 0.95)
O (1.55, 0.21, 0.18)
O (-0.39, 0.05, 1.57)
O (3.55, -0.96, 1.80)
H (4.09, -0.85, 2.60)
C (-3.41, 3.57, 3.48)
C (-1.96, 3.21, 4.03)
O (-1.31, 2.28, 3.16)
H (-3.95, 4.06, 4.28)
H (-4.07, 2.71, 3.31)
H (-3.35, 4.18, 2.57)
H (-2.05, 2.83, 5.05)
H (-1.40, 4.14, 4.17)
H (-1.45, 2.67, 2.29)
C (-1.82, -3.53, 1.80)
C (-1.33, -3.40, 3.25)
O (-0.41, -2.29, 3.27)
H (-0.95, -3.70, 1.16)
H (-2.31, -2.61, 1.48)
H (-2.61, -4.24, 1.57)
H (-0.80, -4.32, 3.50)
H (-2.16, -3.19, 3.93)
H (0.18, -2.33, 2.51)
C (-2.34, 4.22, -0.66)
C (-1.61, 2.92, -0.81)
O (-1.76, 2.38, 0.43)
H (-2.43, 4.62, -1.67)
H (-1.77, 4.89, -0.03)
H (-3.30, 4.14, -0.15)
H (-0.59, 2.99, -1.19)
H (-2.13, 2.29, -1.53)
H (-2.21, 1.53, 0.41)
C (1.72, 3.48, 1.37)
C (3.16, 3.48, 0.95)
O (3.66, 2.15, 1.25)
H (1.29, 4.43, 1.69)
H (1.49, 2.82, 2.20)
H (1.18, 3.05, 0.53)
H (3.83, 4.16, 1.48)
H (3.26, 3.64, -0.12)
H (3.69, 2.08, 2.20)
C (-4.90, 0.69, -0.92)
C (-4.02, -0.51, -0.95)
O (-3.04, -0.32, 0.02)
H (-4.55, 1.59, -1.42)
H (-5.23, 0.85, 0.10)
H (-5.78, 0.41, -1.51)
H (-3.52, -0.48, -1.92)
H (-4.56, -1.44, -0.75)
H (-2.19, -0.58, -0.33)
C (2.58, -0.29, 5.97)
C (2.15, 0.71, 4.85)
O (1.58, 0.03, 3.79)
H (1.75, -0.89, 6.32)
H (2.99, 0.23, 6.85)
H (3.45, -0.83, 5.60)
H (3.08, 1.13, 4.47)
H (1.46, 1.51, 5.13)
H (2.30, -0.28, 3.25)
C (1.45, -5.66, -2.55)
C (2.44, -4.83, -1.66)
O (1.56, -3.97, -0.88)
H (0.93, -5.13, -3.34)
H (0.78, -6.06, -1.79)
H (1.91, -6.48, -3.11)
H (3.23, -4.24, -2.13)
H (3.04, -5.39, -0.94)
H (0.78, -3.86, -1.43)
C (0.27, -0.40, -4.56)
C (-0.45, 0.64, -3.67)
O (0.28, 0.99, -2.53)
H (0.41, -1.34, -4.03)
H (1.21, 0.00, -4.94)
H (-0.40, -0.65, -5.39)
H (-1.46, 0.36, -3.38)
H (-0.64, 1.43, -4.41)
H (-0.22, 0.56, -1.84)
C (-1.37, -3.64, -4.23)
C (-1.70, -2.91, -2.99)
O (-0.50, -2.76, -2.35)
H (-0.69, -3.09, -4.89)
H (-2.20, -3.67, -4.94)
H (-1.04, -4.65, -3.97)
H (-2.45, -3.44, -2.41)
H (-2.03, -1.90, -3.23)
H (-0.55, -2.04, -1.72)
C (3.28, 2.12, -3.97)
C (3.42, 2.43, -2.47)
O (3.01, 1.21, -1.90)
H (3.60, 2.99, -4.53)
H (2.27, 2.00, -4.37)
H (3.87, 1.23, -4.20)
H (2.79, 3.26, -2.16)
H (4.45, 2.71, -2.22)
H (2.18, 0.91, -2.30)

Calculated values
Multiplicity ... 6
HOMO-LUMO gap (spin up / spin down) ... 4.60 / 6.25 eV
<S²> ... 8.761
HOMO level (spin up / spin down) ... -12.71 / -14.36 eV
Charge ... +2

***

2.
DFT (ωB97M-V with the def2-TZVPD basis set) results for a 10-piece molecular cluster, C20H62BF4N12O9 overall at a distorted geometry.

Element x y z (Å)
B (0.78, 1.05, -0.65)
F (1.96, 0.99, -1.30)
F (0.42, 2.31, -0.42)
F (-0.23, 0.38, -1.38)
F (0.96, 0.61, 0.69)
C (1.94, 3.28, -3.67)
O (1.87, 3.83, -4.71)
N (2.49, 2.09, -3.57)
N (1.48, 3.61, -2.52)
H (2.26, 1.56, -2.74)
H (3.05, 1.73, -4.32)
H (1.01, 4.50, -2.55)
H (1.47, 3.13, -1.63)
C (-0.07, 5.69, 1.44)
O (0.25, 6.83, 1.48)
N (-0.19, 5.06, 0.34)
N (-0.37, 5.02, 2.53)
H (-0.21, 5.58, -0.53)
H (-0.37, 4.07, 0.28)
H (-0.23, 5.66, 3.30)
H (-0.46, 4.02, 2.56)
C (5.58, 0.68, -0.51)
O (5.55, 1.56, 0.30)
N (6.72, 0.26, -1.02)
N (4.56, 0.01, -1.03)
H (6.52, -0.54, -1.61)
H (7.63, 0.49, -0.66)
H (3.66, 0.44, -0.84)
H (4.81, -0.82, -1.55)
C (3.13, 2.68, 2.43)
O (4.13, 3.29, 2.75)
N (2.95, 2.18, 1.20)
N (2.12, 2.24, 3.13)
H (3.74, 2.37, 0.60)
H (2.10, 1.75, 0.86)
H (2.08, 2.36, 4.13)
H (1.40, 1.79, 2.59)
C (-1.38, -1.28, 3.40)
C (-0.01, -1.80, 3.79)
C (0.71, -2.80, 2.76)
O (2.02, -3.26, 3.31)
C (2.84, -3.86, 2.28)
N (0.94, -0.73, 3.94)
H (-1.27, -0.93, 2.37)
H (-1.62, -0.39, 3.99)
H (-2.11, -2.08, 3.51)
H (-0.08, -2.18, 4.81)
H (0.94, -2.26, 1.84)
H (0.09, -3.66, 2.51)
H (3.90, -3.85, 2.52)
H (2.59, -3.25, 1.41)
H (2.52, -4.86, 1.99)
H (1.22, -0.53, 2.99)
H (1.74, -1.15, 4.40)
C (-2.94, 0.19, -5.69)
C (-3.10, -0.04, -4.20)
C (-4.07, -1.17, -3.85)
O (-5.24, -1.08, -4.49)
C (-6.49, -1.43, -3.98)
N (-1.75, -0.28, -3.60)
H (-2.32, 1.05, -5.93)
H (-3.92, 0.40, -6.12)
H (-2.62, -0.68, -6.27)
H (-3.50, 0.89, -3.80)
H (-4.28, -1.26, -2.78)
H (-3.67, -2.15, -4.11)
H (-6.51, -2.47, -3.66)
H (-7.27, -1.28, -4.73)
H (-6.78, -0.72, -3.20)
H (-1.38, 0.65, -3.56)
H (-1.89, -0.27, -2.60)
C (2.40, -6.99, -0.12)
C (1.27, -6.14, -0.57)
C (1.71, -4.72, -1.12)
O (0.49, -3.96, -1.39)
C (0.75, -2.59, -1.54)
N (0.58, -6.80, -1.65)
H (2.92, -6.51, 0.71)
H (3.08, -7.22, -0.94)
H (2.12, -7.97, 0.27)
H (0.49, -6.07, 0.18)
H (2.26, -4.93, -2.04)
H (2.45, -4.15, -0.56)
H (1.08, -1.99, -0.70)
H (-0.21, -2.11, -1.73)
H (1.34, -2.33, -2.42)
H (1.01, -6.61, -2.54)
H (-0.23, -6.22, -1.77)
C (-3.08, 1.85, 0.89)
C (-2.54, 2.40, 2.21)
C (-3.36, 2.00, 3.44)
O (-2.80, 2.64, 4.60)
C (-3.39, 2.33, 5.90)
N (-1.09, 2.04, 2.29)
H (-2.39, 1.98, 0.05)
H (-3.96, 2.38, 0.54)
H (-3.31, 0.78, 0.85)
H (-2.75, 3.47, 2.26)
H (-3.29, 0.93, 3.60)
H (-4.38, 2.30, 3.20)
H (-4.30, 2.89, 6.10)
H (-2.67, 2.54, 6.70)
H (-3.72, 1.29, 5.96)
H (-0.89, 1.64, 1.38)
H (-0.94, 1.21, 2.85)
O (-1.83, 3.13, -2.71)
H (-1.05, 3.64, -2.95)
H (-1.56, 2.64, -1.93)

Calculated values
HOMO-LUMO gap ... 8.31 eV
HOMO level ... -6.21 eV
Charge ... -1
Energy relative to the best compared isomer or geometry (same formula, charge and spin) ... 0.0 kcal/mol

***

3.
DFT (ωB97M-V with the def2-TZVPD basis set) results for a 9-piece molecular cluster, C20H62N4O9 overall at a distorted geometry.

Element x y z (Å)
O (-1.16, -2.79, -1.63)
H (-2.05, -2.48, -1.79)
H (-0.73, -2.05, -1.19)
O (1.76, -1.48, 1.80)
H (2.28, -2.28, 1.79)
H (1.87, -1.14, 2.69)
O (0.14, -0.56, -0.37)
H (0.78, -0.96, 0.22)
H (-0.58, -0.29, 0.21)
C (1.93, 1.83, 2.18)
C (1.72, 3.31, 2.06)
O (0.46, 3.71, 2.50)
H (1.15, 1.32, 1.60)
H (1.89, 1.46, 3.21)
H (2.92, 1.63, 1.79)
H (1.93, 3.57, 1.02)
H (2.46, 3.82, 2.68)
H (-0.18, 3.02, 2.33)
C (-1.87, 0.79, 4.13)
C (-1.39, 0.25, 2.80)
O (-1.38, 1.34, 1.90)
H (-1.82, -0.01, 4.87)
H (-2.95, 0.95, 4.11)
H (-1.37, 1.73, 4.34)
H (-2.09, -0.49, 2.41)
H (-0.45, -0.26, 2.99)
H (-2.14, 1.32, 1.32)
C (3.25, -0.77, -1.43)
C (3.02, 0.66, -1.88)
C (4.13, 1.11, -2.76)
O (5.39, 1.03, -2.11)
C (5.62, 2.06, -1.12)
N (1.72, 0.78, -2.51)
H (4.21, -0.92, -0.92)
H (3.32, -1.39, -2.32)
H (2.43, -1.17, -0.84)
H (2.97, 1.25, -0.96)
H (3.92, 2.11, -3.14)
H (4.11, 0.53, -3.69)
H (4.99, 1.95, -0.24)
H (5.53, 3.07, -1.50)
H (6.65, 1.86, -0.80)
H (1.62, 0.01, -3.15)
H (1.01, 0.54, -1.84)
C (5.59, -4.82, 4.09)
C (4.26, -4.31, 3.52)
C (3.96, -4.76, 2.04)
O (2.91, -3.92, 1.59)
C (2.43, -4.22, 0.28)
N (3.31, -4.86, 4.44)
H (5.96, -5.81, 3.80)
H (5.67, -4.86, 5.17)
H (6.30, -4.08, 3.72)
H (4.24, -3.22, 3.53)
H (3.64, -5.80, 2.01)
H (4.79, -4.68, 1.33)
H (1.80, -3.44, -0.14)
H (1.72, -5.04, 0.39)
H (3.17, -4.51, -0.47)
H (2.35, -4.59, 4.28)
H (3.52, -4.54, 5.37)
C (-4.91, 2.88, 0.26)
C (-4.70, 1.43, 0.73)
C (-5.89, 0.52, 0.40)
O (-5.60, -0.90, 0.54)
C (-5.55, -1.32, 1.93)
N (-3.46, 0.84, 0.15)
H (-4.16, 3.56, 0.66)
H (-5.82, 3.33, 0.66)
H (-4.87, 2.92, -0.83)
H (-4.68, 1.39, 1.82)
H (-6.10, 0.66, -0.66)
H (-6.84, 0.77, 0.87)
H (-6.29, -0.81, 2.54)
H (-4.55, -1.16, 2.32)
H (-5.84, -2.37, 1.94)
H (-3.60, 0.95, -0.85)
H (-3.48, -0.16, 0.29)
C (-1.73, 0.54, -3.61)
C (-2.77, 1.75, -3.44)
C (-2.99, 2.70, -4.70)
O (-1.76, 3.17, -5.25)
C (-2.02, 4.03, -6.38)
N (-3.99, 1.05, -3.04)
H (-0.72, 0.92, -3.80)
H (-2.00, -0.14, -4.42)
H (-1.56, 0.03, -2.66)
H (-2.48, 2.52, -2.73)
H (-3.63, 3.52, -4.38)
H (-3.49, 2.07, -5.43)
H (-2.40, 3.49, -7.25)
H (-1.05, 4.45, -6.62)
H (-2.67, 4.89, -6.16)
H (-4.78, 1.68, -2.98)
H (-4.27, 0.30, -3.65)

Calculated values
HOMO-LUMO gap ... 9.24 eV
HOMO level ... -8.75 eV
SMILES ... COC[C@H](C)N.COC[C@H](C)N.COC[C@H](C)N.COC[C@H](C)N.CCO.CCO.O.O.O
Charge ... 0
Energy relative to the best compared isomer or geometry (same formula, charge and spin) ... 21.5 kcal/mol

***

4.
DFT (ωB97M-V with the def2-TZVPD basis set) results for a 11-piece molecular cluster, C20H62O11 overall at a distorted geometry.

Element x y z (Å)
C (0.61, 0.67, -14.94)
O (0.52, -0.59, -15.66)
H (0.04, 1.39, -15.53)
H (0.10, 0.61, -13.97)
H (1.66, 0.90, -14.82)
H (0.56, -0.31, -16.58)
C (-3.14, -1.08, -12.50)
O (-3.50, 0.11, -11.79)
H (-2.90, -1.94, -11.87)
H (-3.97, -1.35, -13.16)
H (-2.23, -0.86, -13.06)
H (-3.59, 0.78, -12.47)
C (2.68, -1.54, -18.99)
O (3.79, -2.40, -19.06)
H (2.10, -1.67, -19.90)
H (2.09, -1.77, -18.10)
H (2.96, -0.48, -18.97)
H (4.53, -2.01, -19.53)
C (3.09, -2.68, -14.69)
O (1.82, -2.46, -14.00)
H (3.94, -2.46, -14.05)
H (3.18, -3.72, -15.02)
H (3.08, -2.04, -15.57)
H (1.28, -1.79, -14.43)
C (-0.66, 2.35, -11.64)
O (0.18, 2.72, -10.57)
H (-0.14, 2.46, -12.60)
H (-1.03, 1.32, -11.61)
H (-1.48, 3.05, -11.74)
H (0.70, 1.99, -10.23)
C (-4.74, -1.22, -17.93)
C (-4.08, -1.14, -16.56)
C (-2.75, -0.55, -16.59)
O (-4.97, -0.44, -15.76)
H (-5.12, -0.24, -18.22)
H (-5.55, -1.95, -17.81)
H (-4.08, -1.56, -18.73)
H (-4.09, -2.16, -16.17)
H (-2.24, -0.94, -15.71)
H (-2.87, 0.52, -16.43)
H (-2.07, -0.72, -17.43)
H (-5.81, -0.92, -15.77)
C (6.20, 1.26, -12.12)
C (6.37, 0.06, -13.11)
C (5.59, 0.31, -14.40)
O (7.76, -0.03, -13.46)
H (5.14, 1.47, -12.02)
H (6.64, 2.16, -12.54)
H (6.54, 0.95, -11.13)
H (5.96, -0.81, -12.59)
H (5.87, -0.36, -15.22)
H (5.79, 1.31, -14.78)
H (4.51, 0.25, -14.30)
H (8.24, 0.12, -12.64)
C (-2.69, 3.25, -15.10)
C (-4.09, 2.78, -14.74)
C (-5.09, 2.78, -15.91)
O (-3.97, 1.56, -14.11)
H (-2.81, 4.18, -15.65)
H (-2.25, 2.59, -15.85)
H (-2.01, 3.49, -14.28)
H (-4.43, 3.47, -13.96)
H (-6.10, 2.59, -15.54)
H (-4.75, 2.02, -16.61)
H (-5.19, 3.68, -16.53)
H (-4.20, 0.92, -14.79)
C (-0.12, -3.76, -17.12)
C (-1.01, -3.98, -15.89)
C (-2.29, -4.73, -16.26)
O (-0.28, -4.80, -15.06)
H (0.06, -4.71, -17.63)
H (0.81, -3.33, -16.76)
H (-0.59, -3.02, -17.77)
H (-1.24, -3.07, -15.34)
H (-3.10, -4.57, -15.56)
H (-2.02, -5.76, -16.50)
H (-2.71, -4.39, -17.21)
H (0.52, -4.30, -14.87)
C (4.49, 3.95, -14.36)
C (3.24, 4.79, -14.61)
C (1.90, 4.00, -14.62)
O (3.28, 5.62, -13.44)
H (4.32, 3.14, -13.65)
H (5.37, 4.50, -14.03)
H (4.76, 3.52, -15.33)
H (3.26, 5.40, -15.52)
H (1.70, 3.56, -13.64)
H (1.88, 3.17, -15.33)
H (1.08, 4.65, -14.91)
H (3.58, 5.09, -12.70)
O (0.47, 0.52, -18.14)
H (0.03, 1.36, -18.02)
H (0.08, 0.16, -18.94)

Calculated values
Multiplicity ... 2
HOMO-LUMO gap (spin up / spin down) ... 2.34 / 9.72 eV
<S²> ... 0.750
HOMO level (spin up / spin down) ... -0.15 / -7.55 eV
Charge ... -1

***

5.
DFT (ωB97M-V with the def2-TZVPD basis set) results for a 9-piece molecular cluster, C20H63N5O9 overall at a distorted geometry.

Element x y z (Å)
C (-19.44, 13.99, 9.38)
C (-19.09, 12.56, 9.73)
C (-18.23, 11.90, 8.68)
O (-19.01, 11.70, 7.51)
C (-18.35, 10.94, 6.55)
N (-18.36, 12.53, 11.01)
H (-19.89, 14.47, 10.26)
H (-20.16, 14.04, 8.57)
H (-18.56, 14.58, 9.11)
H (-19.99, 11.94, 9.81)
H (-17.88, 10.93, 9.07)
H (-17.34, 12.51, 8.46)
H (-17.31, 11.25, 6.45)
H (-18.83, 11.15, 5.59)
H (-18.45, 9.86, 6.70)
H (-18.79, 13.12, 11.71)
H (-18.25, 11.59, 11.37)
C (-19.69, 7.38, 5.99)
C (-18.88, 6.16, 5.51)
C (-17.47, 6.57, 5.08)
O (-17.50, 7.56, 4.09)
C (-16.39, 8.44, 4.11)
N (-18.69, 5.18, 6.57)
H (-20.75, 7.12, 6.06)
H (-19.62, 8.26, 5.35)
H (-19.35, 7.69, 6.98)
H (-19.41, 5.71, 4.67)
H (-16.99, 5.67, 4.67)
H (-16.95, 6.95, 5.97)
H (-16.55, 9.26, 4.82)
H (-16.27, 8.89, 3.13)
H (-15.47, 7.91, 4.38)
H (-19.55, 4.88, 7.00)
H (-18.12, 5.52, 7.33)
C (-21.66, 8.64, 1.28)
C (-20.59, 8.03, 2.16)
C (-19.72, 7.03, 1.40)
O (-18.82, 7.68, 0.51)
C (-19.05, 7.39, -0.85)
N (-19.79, 9.04, 2.83)
H (-22.48, 9.12, 1.82)
H (-22.15, 7.84, 0.71)
H (-21.23, 9.33, 0.55)
H (-21.09, 7.39, 2.91)
H (-20.37, 6.29, 0.91)
H (-19.08, 6.49, 2.11)
H (-20.08, 7.61, -1.14)
H (-18.81, 6.34, -1.06)
H (-18.36, 7.98, -1.46)
H (-19.10, 8.58, 3.43)
H (-19.21, 9.53, 2.15)
C (-16.11, 14.81, 6.33)
C (-15.08, 14.86, 5.23)
C (-14.87, 16.33, 4.81)
O (-13.77, 16.40, 3.93)
C (-13.35, 17.71, 3.68)
N (-13.78, 14.33, 5.76)
H (-17.05, 15.35, 6.19)
H (-15.67, 15.22, 7.24)
H (-16.46, 13.79, 6.54)
H (-15.37, 14.33, 4.32)
H (-14.66, 16.94, 5.70)
H (-15.78, 16.68, 4.30)
H (-12.71, 17.68, 2.80)
H (-12.78, 18.15, 4.50)
H (-14.22, 18.34, 3.44)
H (-13.08, 14.65, 5.10)
H (-13.62, 14.83, 6.63)
C (-16.02, 10.07, -0.69)
C (-16.61, 10.96, 0.40)
C (-16.81, 12.39, 0.00)
O (-17.83, 12.45, -0.99)
C (-18.27, 13.77, -1.17)
N (-17.87, 10.41, 0.95)
H (-15.07, 10.50, -1.02)
H (-16.67, 10.07, -1.57)
H (-15.88, 9.04, -0.36)
H (-15.90, 10.98, 1.24)
H (-15.91, 12.82, -0.45)
H (-17.13, 12.92, 0.90)
H (-17.46, 14.36, -1.63)
H (-18.64, 14.22, -0.25)
H (-19.07, 13.76, -1.91)
H (-18.61, 10.62, 0.26)
H (-17.85, 9.39, 0.80)
O (-14.39, 11.99, 4.11)
H (-15.33, 11.78, 4.22)
H (-14.20, 12.59, 4.85)
O (-20.65, 11.85, 2.85)
H (-21.31, 12.08, 2.20)
H (-20.43, 10.91, 2.68)
O (-17.17, 11.56, 3.61)
H (-17.52, 12.47, 3.65)
H (-17.54, 11.19, 2.80)
O (-18.88, 13.97, 3.30)
H (-19.49, 14.68, 3.51)
H (-19.44, 13.16, 3.35)

Calculated values
HOMO-LUMO gap ... 9.67 eV
HOMO level ... -9.10 eV
SMILES ... COC[C@H](C)N.COC[C@H](C)N.COC[C@H](C)N.COC[C@H](C)N.COC[C@H](C)N.O.O.O.O
Charge ... 0
Energy relative to the best compared isomer or geometry (same formula, charge and spin) ... 0.0 kcal/mol

***

no.,electronic energy (eV)
1,-100029.7785
2,-69608.0489
3,-46130.4805
4,-44264.2512
5,-47638.3900